No. 1
ORCA calculation (ωB97M-V with the def2-TZVPD basis set) on a molecular structure, C5H8CeLiO4 at a distorted geometry.

The geometry in XYZ format:
```
19
Properties=species:S:1:pos:R:3
C 0.44 -1.46 2.82
C 1.33 -0.28 2.47
O 0.93 0.42 1.33
Li 2.00 1.42 0.23
H 0.71 -1.87 3.80
H -0.62 -1.15 2.88
H 0.56 -2.27 2.08
H 2.39 -0.67 2.29
O 0.63 0.98 -1.22
C -2.26 -0.02 -1.09
C 0.40 0.90 -2.42
O -3.36 -0.47 -0.84
O -1.95 -0.09 -2.46
C -0.91 0.61 -3.06
Ce -0.76 0.40 0.34
H 1.10 1.42 -3.10
H -0.66 0.06 -3.98
H -1.25 1.63 -3.36
H 1.27 0.44 3.30
```

Results
E_tot in Eh: -978.23514
Net charge: +2
Spin multiplicity: 2
Kohn-Sham gap (spin up / spin down) in eV: 7.020 / 6.959
LUMO (spin up / spin down) in eV: -9.15 / -9.14
E_HOMO (spin up / spin down) in eV: -16.17 / -16.10
Strongest force on any atom in eV Å⁻¹: 7.54

---

No. 2
ORCA calculation (ωB97M-V with the def2-TZVPD basis set) on a molecular structure, C27H45F3N6O6Yb.

The geometry in XYZ format:
```
88
Properties=species:S:1:pos:R:3
Yb 1.38 -0.31 1.42
C -0.68 1.21 -5.10
C -0.62 0.11 -4.05
C -2.00 -0.50 -3.81
C -2.10 -1.82 -3.02
C -1.09 -2.86 -3.49
C -3.53 -2.34 -3.10
N -1.79 -1.50 -1.56
C -1.67 -2.63 -0.58
C -2.19 -2.25 0.79
N -1.36 -1.36 1.67
C -0.71 -2.25 2.66
C 0.36 -3.06 1.94
O 0.15 -4.18 1.54
O 1.46 -2.37 1.74
C -2.27 -0.36 2.32
C -1.71 0.28 3.58
C -2.77 0.69 1.32
C -1.90 1.84 0.74
C -1.55 2.91 1.77
C -2.80 2.49 -0.31
N -0.65 1.27 0.16
C 0.03 2.12 -0.83
C -0.32 1.86 -2.31
N 0.01 0.51 -2.77
C 1.41 0.20 -2.63
C 1.65 -0.33 -1.23
O 2.65 -0.02 -0.54
O 0.72 -1.00 -0.69
H -0.99 0.80 -6.06
H 0.30 1.68 -5.24
H -1.39 1.99 -4.84
H 0.01 -0.69 -4.44
H -2.47 -0.70 -4.78
H -2.66 0.25 -3.33
H -1.14 -2.93 -4.58
H -1.30 -3.84 -3.08
H -0.06 -2.59 -3.22
H -3.75 -2.62 -4.13
H -4.24 -1.56 -2.80
H -3.69 -3.22 -2.48
H -0.88 -0.98 -1.56
H -2.50 -0.84 -1.25
H -0.64 -2.95 -0.59
H -2.30 -3.44 -0.95
H -2.36 -3.19 1.32
H -3.18 -1.80 0.67
H -1.44 -2.91 3.15
H -0.24 -1.64 3.43
H -3.17 -0.91 2.63
H -1.61 -0.43 4.40
H -2.39 1.06 3.91
H -0.74 0.75 3.43
H -3.62 1.18 1.80
H -3.22 0.18 0.46
H -2.43 3.15 2.38
H -1.25 3.84 1.27
H -0.74 2.61 2.43
H -3.71 2.87 0.16
H -3.11 1.78 -1.09
H -2.33 3.34 -0.80
H -0.88 0.39 -0.28
H 1.12 2.05 -0.70
H -0.19 3.16 -0.62
H 0.21 2.62 -2.90
H -1.38 2.03 -2.46
H 2.08 1.05 -2.80
H 1.70 -0.59 -3.33
F 3.56 1.20 5.11
C 2.53 1.89 4.63
F 2.98 3.06 4.16
F 1.67 2.13 5.63
C 1.79 1.09 3.54
O 1.55 -0.11 3.74
O 1.41 1.68 2.49
N 4.00 2.19 1.02
C 4.61 1.02 1.42
C 5.99 0.84 1.27
C 6.55 -0.35 1.67
C 5.75 -1.35 2.22
C 4.41 -1.09 2.32
N 3.82 0.06 1.92
H 4.63 2.97 0.87
H 3.15 2.45 1.50
H 6.59 1.64 0.86
H 7.62 -0.49 1.56
H 6.15 -2.29 2.56
H 3.73 -1.83 2.73
```

Results
E_tot in Eh: -3294.17828
Net charge: +1
Spin multiplicity: 2
Kohn-Sham gap in eV: 8.791
LUMO in eV: -2.07
Energy above the lowest of the compared OMol25 structures with the same formula, charge and spin in kJ/mol: 0.0
E_HOMO in eV: -10.86
Strongest force on any atom in eV Å⁻¹: 0.98

---

No. 3
ORCA calculation (ωB97M-V with the def2-TZVPD basis set) on C4H7NS in the gas phase at a distorted geometry.

The geometry in XYZ format:
```
13
Properties=species:S:1:pos:R:3
C 0.67 -1.67 -0.08
C -0.66 0.37 -0.49
C -0.66 0.98 0.93
C 0.46 1.25 0.02
H 1.21 -1.06 0.62
H -0.71 -1.50 -1.42
H -1.30 0.74 -1.34
H -1.30 1.81 1.15
H -0.60 0.15 1.74
H 1.44 0.84 0.20
H 0.53 2.31 -0.37
N -0.34 -1.01 -0.67
S 1.27 -3.21 -0.28
```

Results
E_tot in Eh: -609.49522
Net charge: 0
Kohn-Sham gap in eV: 9.153
LUMO in eV: 0.84
SMILES: S=CNC1CC1
Energy above the lowest of the compared OMol25 structures with the same formula, charge and spin in kJ/mol: 166.1
E_HOMO in eV: -8.31
Strongest force on any atom in eV Å⁻¹: 2.83

---

No. 4
ORCA calculation (ωB97M-V with the def2-TZVPD basis set) on C5H9NO in the gas phase.

The geometry in XYZ format:
```
16
Properties=species:S:1:pos:R:3
C 1.61 -1.08 0.10
C 0.46 -0.42 0.83
N 0.63 1.00 1.15
C -0.51 1.42 0.51
O -0.93 2.51 0.19
C -0.93 -0.01 0.12
C -1.39 0.01 -1.35
H 1.80 -0.57 -0.85
H 1.39 -2.14 -0.09
H 2.54 -1.05 0.69
H 0.30 -0.97 1.77
H 1.47 1.53 1.32
H -1.73 -0.44 0.74
H -1.17 0.99 -1.77
H -2.49 -0.01 -1.32
H -1.05 -0.76 -2.05
```

Results
E_tot in Eh: -325.89420
Net charge: 0
Kohn-Sham gap in eV: 10.556
LUMO in eV: 0.91
SMILES: C[C@@H]1C(=O)N[C@@H]1C
Energy above the lowest of the compared OMol25 structures with the same formula, charge and spin in kJ/mol: 113.8
E_HOMO in eV: -9.64
Strongest force on any atom in eV Å⁻¹: 0.63

---

No. 5
ORCA calculation (ωB97M-V with the def2-TZVPD basis set) on a molecular structure, C62H69IN3PY.

The geometry in XYZ format:
```
137
Properties=species:S:1:pos:R:3
Y -0.10 -0.62 -0.30
C -0.82 -0.29 -3.91
C -2.12 -0.82 -3.82
C -2.09 -1.90 -2.93
C -0.78 -2.06 -2.45
C 0.02 -1.05 -3.06
H -0.49 0.50 -4.57
H -2.99 -0.44 -4.35
H -2.93 -2.52 -2.66
H -0.43 -2.88 -1.85
H 1.10 -0.97 -3.01
C 0.33 0.29 3.08
N 0.95 0.63 1.80
C 1.01 2.09 1.68
C 2.31 0.05 1.74
C 2.96 0.38 0.42
C 4.31 0.73 0.38
C 4.87 1.17 -0.81
C 4.08 1.25 -1.94
C 2.74 0.86 -1.88
C 2.13 0.40 -0.71
H 0.92 0.71 3.92
H 0.28 -0.79 3.19
H -0.68 0.69 3.12
H 1.66 2.52 2.46
H 0.00 2.50 1.81
H 1.39 2.38 0.70
H 2.19 -1.03 1.86
H 2.91 0.42 2.59
H 4.91 0.69 1.29
H 5.92 1.45 -0.85
H 4.50 1.61 -2.88
H 2.16 0.92 -2.80
I -0.66 2.34 -2.24
C 0.05 4.16 -1.41
C 1.26 4.48 -1.98
C 1.87 5.74 -1.80
C 1.22 6.70 -1.10
C -0.02 6.41 -0.47
C -0.68 7.44 0.23
C -1.86 7.21 0.88
C -2.36 5.90 0.92
C -1.74 4.85 0.28
P -2.30 3.16 0.74
C -4.10 3.42 0.54
C -5.06 3.25 1.53
C -6.41 3.41 1.24
C -6.82 3.73 -0.04
C -5.87 3.90 -1.04
C -4.53 3.74 -0.76
C -2.02 3.20 2.56
C -1.22 4.14 3.20
C -0.93 4.02 4.56
C -1.45 2.97 5.29
C -2.23 2.01 4.66
C -2.49 2.11 3.30
C -0.59 5.10 -0.53
H 1.76 3.75 -2.60
H 2.83 5.93 -2.27
H 1.63 7.69 -1.00
H -0.22 8.42 0.24
H -2.37 8.01 1.40
H -3.24 5.70 1.51
H -4.76 2.99 2.54
H -7.14 3.27 2.03
H -7.88 3.84 -0.26
H -6.18 4.14 -2.05
H -3.80 3.86 -1.55
H -0.79 4.97 2.65
H -0.29 4.76 5.03
H -1.24 2.88 6.35
H -2.63 1.17 5.21
H -3.04 1.32 2.81
C 2.37 -2.59 4.29
C 1.58 -3.34 3.22
C 0.99 -4.61 3.82
C 2.42 -3.63 1.98
C 3.61 -4.32 2.17
C 4.48 -4.57 1.12
C 4.15 -4.10 -0.13
C 2.96 -3.41 -0.37
C 2.62 -3.00 -1.78
C 3.79 -2.35 -2.52
C 2.06 -4.19 -2.57
C 2.05 -3.18 0.69
N 0.80 -2.56 0.47
C -0.27 -3.37 0.89
C -1.48 -2.87 1.18
N -1.77 -1.50 1.10
C -2.96 -1.14 1.76
C -3.12 -1.27 3.17
C -4.28 -0.82 3.78
C -5.31 -0.23 3.06
C -5.20 -0.16 1.69
C -4.06 -0.62 1.03
C -4.11 -0.76 -0.48
C -4.75 -2.12 -0.79
C -4.84 0.35 -1.22
C -2.09 -1.95 4.04
C -1.70 -1.13 5.28
C -2.59 -3.33 4.50
H 1.70 -2.26 5.09
H 2.87 -1.71 3.89
H 3.13 -3.23 4.74
H 0.75 -2.71 2.90
H 1.78 -5.30 4.14
H 0.35 -5.13 3.11
H 0.38 -4.38 4.70
H 3.87 -4.66 3.17
H 5.40 -5.11 1.28
H 4.81 -4.28 -0.97
H 1.83 -2.26 -1.70
H 4.58 -3.08 -2.73
H 4.22 -1.54 -1.93
H 3.45 -1.95 -3.47
H 2.84 -4.95 -2.70
H 1.71 -3.87 -3.55
H 1.22 -4.65 -2.04
H -0.11 -4.45 0.94
H -2.29 -3.54 1.46
H -4.38 -0.92 4.86
H -6.20 0.13 3.56
H -6.02 0.24 1.10
H -3.08 -0.80 -0.86
H -5.75 -2.17 -0.35
H -4.15 -2.94 -0.39
H -4.85 -2.26 -1.87
H -5.92 0.30 -1.06
H -4.65 0.25 -2.29
H -4.49 1.33 -0.90
H -1.20 -2.12 3.44
H -1.55 -0.08 5.03
H -2.47 -1.18 6.05
H -0.78 -1.51 5.71
H -3.55 -3.23 5.01
H -1.88 -3.79 5.19
H -2.73 -4.00 3.65
```

Results
E_tot in Eh: -3245.70226
Net charge: -1
Kohn-Sham gap in eV: 5.239
LUMO in eV: 1.85
Energy above the lowest of the compared OMol25 structures with the same formula, charge and spin in kJ/mol: 0.0
E_HOMO in eV: -3.39
Strongest force on any atom in eV Å⁻¹: 0.69

---

No. 6
ORCA calculation (ωB97M-V with the def2-TZVPD basis set) on a gas-phase ion, C9H19N6O (charge +1) at a distorted geometry.

The geometry in XYZ format:
```
35
Properties=species:S:1:pos:R:3
N -1.87 0.43 3.55
C -1.84 0.25 2.06
C -1.20 -1.15 1.74
C -0.84 -1.37 0.20
N -0.44 -0.11 -0.44
C -1.13 0.76 -1.32
C -2.55 0.40 -1.80
N -2.46 -0.02 -3.25
N -0.37 1.80 -1.60
N 0.81 1.69 -0.97
N 1.88 2.55 -0.98
C 0.76 0.53 -0.27
C 1.83 -0.12 0.62
C 2.53 -1.22 -0.43
C 4.11 -1.05 -0.61
O 3.44 -2.17 0.17
H -2.49 1.23 3.73
H -0.93 0.81 3.76
H -2.88 0.27 1.66
H -1.27 1.12 1.64
H -0.35 -1.41 2.42
H -2.00 -1.91 1.96
H -1.66 -1.89 -0.35
H 0.04 -2.07 0.21
H -3.27 1.26 -1.78
H -2.94 -0.50 -1.26
H -1.54 0.30 -3.56
H -2.36 -1.04 -3.24
H 1.57 3.52 -1.00
H 2.51 2.37 -0.20
H 1.42 -0.73 1.46
H 2.68 0.54 0.90
H 1.92 -1.52 -1.35
H 4.67 -0.33 0.02
H 4.21 -1.23 -1.69
```

Results
E_tot in Eh: -757.71597
Net charge: +1
Kohn-Sham gap in eV: 9.765
LUMO in eV: -3.04
SMILES: NCCCn1c(CN)n[n+](N)c1C[C@H]1CO1
E_HOMO in eV: -12.80
Strongest force on any atom in eV Å⁻¹: 4.85

---

Look up the strongest force on any atom of the third one. 2.83 eV Å⁻¹